[1]
72
Properties=species:S:1:pos:R:3:forces:R:3 method="wB97M-V/def2-TZVPD" largest_force_ev_per_a=2.14 e_above_lowest_ev=0.000 total_charge=-2
Pt -0.618 -0.003 -0.135 -1.286 0.463 -0.525
N 0.876 2.434 -1.517 -0.100 0.227 -0.099
P -0.581 2.278 -0.534 0.679 -2.017 0.227
C -0.224 3.662 0.628 -0.183 0.403 0.058
C 1.065 4.114 0.908 -0.077 -0.200 -0.081
C 1.277 5.103 1.857 -0.005 0.140 0.170
C 0.209 5.670 2.539 0.032 -0.076 -0.098
C -1.081 5.227 2.268 -0.009 0.111 0.125
C -1.290 4.229 1.334 0.089 -0.099 -0.140
C -1.697 3.144 -1.681 -0.516 0.743 -0.016
C -2.915 2.559 -2.029 0.426 -0.294 0.097
C -3.846 3.252 -2.781 -0.213 0.258 -0.259
C -3.584 4.551 -3.207 0.140 -0.205 0.209
C -2.368 5.140 -2.874 -0.143 0.222 -0.218
C -1.443 4.455 -2.109 0.097 -0.425 0.045
C 1.837 1.440 -1.391 0.186 -0.147 0.360
C 2.730 1.122 -2.411 -0.057 -0.022 -0.198
C 3.631 0.091 -2.209 -0.115 0.027 0.135
C 3.640 -0.564 -0.983 0.054 -0.071 -0.114
C 2.747 -0.147 -0.013 -0.006 0.114 0.020
N 1.853 0.824 -0.204 0.967 0.495 -0.059
H 0.679 2.685 -2.474 0.046 0.003 -0.066
H 1.900 3.674 0.379 -0.001 0.012 -0.008
H 2.288 5.436 2.067 0.002 -0.015 -0.002
H 0.376 6.446 3.277 0.012 -0.001 0.004
H -1.922 5.663 2.795 -0.010 -0.028 -0.008
H -2.297 3.870 1.137 -0.015 0.020 0.015
H -3.091 1.537 -1.706 -0.023 0.008 0.049
H -4.786 2.782 -3.044 0.009 -0.023 0.030
H -4.322 5.102 -3.777 0.011 -0.014 -0.055
H -2.146 6.145 -3.218 -0.018 0.008 0.054
H -0.506 4.925 -1.833 -0.021 0.053 0.025
H 2.690 1.663 -3.350 -0.012 -0.048 -0.018
H 4.305 -0.209 -3.001 0.003 0.011 -0.010
H 4.314 -1.389 -0.796 -0.012 -0.009 0.026
H 2.730 -0.606 0.970 -0.056 -0.034 -0.042
N 6.857 -1.824 4.372 -0.012 -0.110 -0.025
C 5.532 -2.176 4.047 -0.040 -0.008 0.184
C 5.150 -2.323 2.716 -0.106 0.005 -0.103
C 3.857 -2.708 2.396 0.189 0.063 0.046
C 2.941 -2.941 3.409 -0.377 -0.157 -0.046
C 3.311 -2.809 4.734 0.078 0.074 0.082
C 4.605 -2.426 5.058 0.006 0.042 -0.166
S 1.276 -3.440 2.967 -0.329 0.310 -0.353
O 0.593 -3.732 4.214 0.167 0.143 0.132
O 1.450 -4.542 2.053 0.018 0.121 -0.010
N 0.646 -2.218 2.162 0.360 -0.598 0.022
C 0.285 -1.077 2.734 0.024 0.255 0.740
S 0.602 -0.652 4.455 -0.266 0.068 -0.371
C -0.128 0.903 4.198 0.218 -0.236 0.201
C -0.548 1.001 2.922 -0.007 0.017 0.137
N -0.325 -0.080 2.112 0.248 -0.123 -0.267
H 7.319 -1.311 3.638 0.016 0.075 0.028
H 6.929 -1.347 5.257 0.037 0.075 -0.016
H 5.867 -2.114 1.930 0.002 -0.040 -0.022
H 3.548 -2.828 1.365 0.004 0.000 -0.018
H 2.573 -3.002 5.500 0.002 0.015 0.006
H 4.895 -2.292 6.095 0.014 -0.054 0.018
H -0.196 1.622 4.997 -0.061 0.065 -0.076
H -1.041 1.864 2.504 -0.011 -0.036 -0.034
C -0.520 -1.466 -1.291 -0.105 0.323 0.196
C 0.118 -2.327 -2.137 -0.114 0.257 0.287
C -0.058 -2.305 -3.565 0.014 0.068 -0.197
C 0.632 -3.172 -4.381 0.005 0.082 0.196
C 1.522 -4.120 -3.861 0.195 -0.144 -0.328
C 1.683 -4.182 -2.467 -0.161 0.096 0.006
C 1.010 -3.338 -1.621 0.105 -0.194 0.072
H -0.748 -1.579 -3.984 0.014 -0.015 -0.038
H 0.477 -3.114 -5.456 0.002 0.002 -0.011
H 2.069 -4.784 -4.522 -0.021 -0.020 0.042
H 2.359 -4.922 -2.047 -0.012 0.014 0.061
H 1.130 -3.408 -0.546 0.035 -0.027 -0.007



[2]
27
Properties=species:S:1:pos:R:3:forces:R:3 method="wB97M-V/def2-TZVPD" largest_force_ev_per_a=6.53 e_above_lowest_ev=3.487 smiles=CCc1ccc(O)cc1.CC
C 0.960 0.417 1.765 -1.372 -5.018 2.150
C -0.258 -0.842 1.651 1.981 3.400 0.244
C -1.321 -0.255 0.844 -2.534 1.034 -2.611
C -1.427 -0.417 -0.518 -0.482 0.774 -2.251
C -2.262 0.402 -1.438 2.748 -3.798 0.922
C -3.097 1.270 -0.905 -1.640 2.776 1.087
O -3.740 2.202 -1.698 -0.634 0.658 1.765
C -3.246 1.358 0.534 -0.139 0.354 -1.020
C -2.378 0.580 1.266 -0.160 -0.071 1.832
H 1.762 -0.087 2.333 0.025 0.342 -0.527
H 0.701 1.254 2.319 -1.173 1.460 1.099
H 1.248 0.707 0.830 0.688 0.523 -2.387
H 0.182 -1.611 1.073 0.681 -0.952 -0.242
H -0.527 -1.170 2.641 -0.124 -0.052 0.328
H -0.872 -1.185 -1.011 0.685 -0.323 -0.269
H -2.226 0.212 -2.523 0.171 0.172 0.662
H -3.886 2.003 -2.613 0.319 -0.785 -0.544
H -4.007 2.048 1.028 1.135 -1.228 -0.890
H -2.546 0.439 2.314 -0.255 0.823 0.828
C 3.661 -1.567 -0.929 2.930 0.241 5.832
C 3.017 -0.248 -1.177 1.533 0.791 -0.136
H 3.179 -2.309 -1.487 0.518 -1.403 -1.309
H 4.835 -1.355 -0.777 -2.374 -1.425 -1.602
H 3.506 -1.959 0.194 -0.105 0.925 -2.055
H 2.145 -0.118 -0.581 -0.940 0.120 -0.161
H 2.855 -0.341 -2.250 -0.481 1.294 -0.031
H 3.742 0.571 -0.885 -1.002 -0.631 -0.714



[3]
142
Properties=species:S:1:pos:R:3:forces:R:3 method="wB97M-V/def2-TZVPD" largest_force_ev_per_a=2.27 e_above_lowest_ev=0.000 smiles="CCOC(=O)C(F)(F)F.CCOC(=O)C(F)(F)F.CCOC(=O)C(F)(F)F.CCOC(=O)C(F)(F)F.CCOC(=O)C(F)(F)F.CCOC(=O)C(F)(F)F.CCOC(=O)C(F)(F)F.CCOC(=O)C(F)(F)F.CCOC(=O)C(F)(F)F.ClCCCl.ClCCCl"
C -23.728 -8.619 8.437 0.635 -0.933 0.168
C -23.622 -10.136 8.513 -0.124 -0.214 0.539
O -23.096 -10.682 7.290 -1.409 -0.183 -0.926
C -21.826 -10.640 7.025 -0.552 -0.375 -0.107
O -20.977 -10.292 7.763 1.802 0.711 1.192
C -21.497 -11.218 5.647 -0.261 0.135 -0.756
F -22.569 -11.233 4.851 0.113 -0.430 0.110
F -20.576 -10.477 5.013 0.164 -0.121 0.386
F -21.013 -12.463 5.800 -0.199 0.312 -0.190
H -22.703 -8.260 8.336 -0.158 0.421 -0.275
H -24.126 -8.220 9.366 -0.115 -0.043 -0.019
H -24.365 -8.350 7.598 0.107 0.220 -0.030
H -24.597 -10.611 8.617 0.022 0.043 -0.135
H -22.999 -10.511 9.330 0.042 0.353 -0.001
C -17.311 -8.263 7.811 0.961 -1.528 0.470
C -17.985 -8.963 6.632 -0.150 0.610 1.381
O -18.348 -7.975 5.641 0.360 -0.447 -0.639
C -19.477 -7.342 5.833 0.037 -0.334 -0.539
O -20.249 -7.484 6.728 -0.513 0.059 0.902
C -19.839 -6.390 4.685 0.441 0.266 -0.455
F -18.959 -6.423 3.674 -0.152 0.145 0.300
F -21.028 -6.740 4.191 0.079 0.267 0.172
F -19.897 -5.127 5.158 -0.115 -0.424 -0.249
H -17.550 -8.837 8.713 -0.168 0.410 -0.560
H -17.524 -7.219 7.978 -0.371 0.272 -0.231
H -16.226 -8.407 7.797 -0.026 0.417 -0.405
H -18.862 -9.475 7.017 -0.343 0.166 -0.397
H -17.335 -9.724 6.214 0.060 0.351 -0.600
C -17.456 0.506 10.233 -0.709 -0.310 -0.210
C -16.841 -0.840 10.588 0.608 1.867 0.099
O -17.497 -1.837 9.821 -0.667 -0.237 -0.299
C -16.956 -3.040 9.834 -0.298 0.652 -0.039
O -15.946 -3.331 10.371 1.143 -0.566 0.529
C -17.782 -4.073 9.076 -0.485 -1.057 -0.235
F -19.075 -3.741 8.962 0.257 0.031 -0.184
F -17.299 -4.283 7.836 -0.079 0.126 0.505
F -17.734 -5.238 9.757 0.045 0.628 -0.585
H -18.521 0.518 10.480 0.080 0.133 0.344
H -17.448 0.719 9.163 0.421 -0.140 -0.015
H -16.922 1.294 10.761 -0.122 0.047 0.050
H -16.932 -0.999 11.664 -0.138 -0.493 -0.096
H -15.776 -0.747 10.361 -0.039 -0.674 -0.125
C -20.013 -7.500 10.174 -0.187 0.644 0.561
C -18.926 -8.386 10.710 -0.119 -1.198 -1.134
O -17.757 -7.612 10.988 -0.878 1.352 0.836
C -16.560 -8.107 10.870 -0.560 0.126 0.625
O -16.308 -9.158 10.401 1.166 -1.821 -0.528
C -15.513 -7.232 11.556 0.216 0.609 -0.097
F -15.945 -5.984 11.721 0.037 0.052 0.042
F -15.235 -7.754 12.749 -0.104 -0.154 0.420
F -14.374 -7.184 10.875 0.130 -0.115 -0.376
H -20.934 -8.059 10.020 0.081 -0.196 0.016
H -19.776 -7.002 9.234 0.219 -0.193 -0.022
H -20.229 -6.721 10.909 -0.036 0.001 -0.052
H -18.679 -9.148 9.965 -0.062 0.068 0.266
H -19.243 -8.949 11.589 0.176 0.369 0.316
C -22.592 1.682 12.441 0.461 -0.891 -1.202
C -22.957 0.355 11.774 -0.874 0.137 1.251
O -22.136 0.225 10.616 0.207 1.186 -0.261
C -22.134 -0.895 9.952 -0.040 0.196 -0.193
O -22.574 -1.926 10.340 -0.465 -1.220 0.209
C -21.490 -0.769 8.551 0.423 -0.078 1.085
F -20.443 -1.591 8.500 0.315 -0.069 -0.075
F -22.341 -1.140 7.625 -0.682 -0.076 -0.653
F -21.076 0.468 8.318 0.151 0.372 -0.322
H -21.510 1.637 12.566 -0.028 0.333 0.432
H -23.119 1.819 13.376 -0.010 0.076 0.080
H -22.806 2.465 11.715 -0.090 0.274 0.285
H -24.014 0.337 11.500 0.086 0.034 -0.441
H -22.852 -0.484 12.463 0.474 -0.112 -0.158
C -27.378 -5.418 5.740 -0.065 -0.441 0.039
C -26.345 -5.118 4.678 -1.016 0.647 -0.328
O -25.318 -6.110 4.723 1.263 0.147 0.486
C -25.374 -7.095 3.852 -0.675 0.154 0.473
O -26.287 -7.274 3.115 -0.442 -0.476 -1.057
C -24.215 -8.102 3.930 0.135 -0.335 0.035
F -24.716 -9.341 4.078 0.084 0.407 0.142
F -23.539 -8.095 2.773 0.108 0.050 0.510
F -23.393 -7.856 4.964 -0.142 -0.143 -0.509
H -27.705 -6.442 5.538 -0.008 -0.038 0.415
H -28.285 -4.815 5.709 0.233 0.315 -0.324
H -26.961 -5.321 6.740 0.059 -0.205 0.074
H -25.862 -4.150 4.785 0.162 -0.079 0.261
H -26.843 -5.127 3.706 0.218 -0.177 0.027
C -25.568 -2.970 11.512 -0.390 0.893 -0.051
C -26.700 -3.977 11.716 1.552 1.092 0.458
O -26.572 -4.972 10.700 0.023 -0.174 -0.452
C -27.094 -6.149 10.982 -0.581 0.338 -1.060
O -27.682 -6.439 11.964 -0.441 -0.580 1.427
C -27.095 -7.115 9.777 0.587 0.434 -0.335
F -26.701 -8.336 10.150 -0.062 0.218 -0.166
F -28.328 -7.198 9.265 0.182 -0.038 0.160
F -26.278 -6.659 8.806 -0.164 -0.438 0.150
H -25.809 -2.079 12.105 0.252 -0.333 0.531
H -25.446 -2.479 10.541 -0.278 -0.745 -0.377
H -24.613 -3.400 11.805 0.069 0.104 0.039
H -27.668 -3.480 11.739 -0.178 -0.426 -0.352
H -26.484 -4.410 12.694 -0.503 -0.283 -0.068
C -21.049 -4.035 12.779 -0.174 -0.305 0.003
C -19.753 -3.759 12.048 -0.428 -0.059 -0.238
O -18.688 -4.565 12.610 -0.409 -0.222 -0.204
C -17.959 -3.966 13.535 -0.243 -1.162 -0.290
O -17.876 -2.802 13.718 0.265 1.424 0.466
C -17.201 -4.988 14.413 -0.213 -0.074 -0.007
F -17.396 -4.686 15.707 0.167 0.005 -0.250
F -17.637 -6.242 14.227 0.338 0.268 -0.007
F -15.901 -4.909 14.134 -0.024 -0.167 0.330
H -21.792 -3.321 12.416 -0.006 0.098 0.327
H -20.937 -4.035 13.864 -0.022 0.466 -0.019
H -21.452 -5.017 12.529 0.226 -0.038 -0.106
H -19.465 -2.711 12.078 0.016 0.030 0.116
H -19.903 -4.039 11.007 0.417 -0.180 0.130
C -23.815 1.652 6.415 -0.042 -0.584 0.732
C -25.331 1.618 6.362 0.046 1.339 -0.302
O -25.873 0.301 6.250 -0.401 -0.171 -1.651
C -25.895 -0.434 7.312 -0.051 -0.192 0.318
O -25.462 -0.132 8.375 0.468 0.333 1.609
C -26.467 -1.840 7.122 -0.359 -0.169 -0.905
F -27.369 -2.171 8.041 0.023 0.248 0.283
F -27.044 -1.996 5.922 0.049 -0.034 0.145
F -25.445 -2.685 7.215 0.113 -0.359 0.051
H -23.409 0.908 5.729 -0.021 -0.018 -0.008
H -23.491 1.410 7.428 0.219 0.011 -0.142
H -23.398 2.615 6.132 -0.252 0.149 0.019
H -25.631 2.185 5.482 -0.349 -0.550 -0.217
H -25.855 2.099 7.188 0.432 0.016 0.295
Cl -22.805 -5.765 10.129 -0.144 -0.068 0.057
C -22.873 -4.557 8.825 -0.332 0.591 -0.237
C -22.970 -5.229 7.471 0.310 -0.361 0.102
Cl -22.996 -4.043 6.137 0.154 0.174 0.162
H -21.997 -3.929 8.933 0.178 -0.112 -0.181
H -23.731 -3.923 9.033 -0.106 -0.054 -0.075
H -23.872 -5.826 7.367 -0.032 -0.035 0.093
H -22.094 -5.851 7.297 -0.060 -0.127 -0.012
Cl -25.793 -1.881 3.089 0.271 0.134 -0.067
C -25.101 -3.251 2.166 -0.166 0.252 -0.867
C -23.736 -3.620 2.700 -0.745 -0.216 1.338
Cl -23.169 -5.167 2.043 0.167 0.277 -0.457
H -25.030 -2.962 1.118 -0.017 0.205 0.060
H -25.875 -4.010 2.210 0.423 -0.394 0.186
H -23.824 -3.837 3.760 -0.087 0.116 0.100
H -23.036 -2.792 2.638 0.233 -0.207 -0.581



[4]
20
Properties=species:S:1:pos:R:3:forces:R:3 method="wB97M-V/def2-TZVPD" largest_force_ev_per_a=1.30 e_above_lowest_ev=1.520 s2=0.755 multiplicity=2 total_charge=+1
C 0.676 -0.699 1.856 -0.346 0.102 1.246
C 0.486 -2.130 1.458 0.277 0.521 -0.662
O -0.218 -2.840 2.221 -0.035 -0.071 0.462
N 0.999 -2.615 0.362 -0.345 -0.083 0.397
H 0.227 -0.037 1.119 0.049 -0.058 -0.114
H 1.728 -0.497 2.027 0.335 -0.124 -0.428
H 0.853 -3.602 0.184 0.189 0.107 -0.565
H 1.367 -1.959 -0.319 0.190 -0.382 -0.036
H 0.226 -0.525 2.835 -0.282 -0.001 -0.166
C -0.628 1.991 -1.177 0.364 -0.769 0.529
C 0.672 1.169 -1.311 -0.070 -0.187 -0.659
C -1.806 1.137 -0.728 0.018 -0.838 0.008
H -0.480 2.751 -0.405 -0.050 0.158 -0.287
H -0.804 2.460 -2.138 -0.214 0.313 0.022
H 0.829 0.914 -2.347 0.137 0.208 -0.609
H 0.639 0.146 -0.905 -0.112 0.403 0.625
H -2.706 1.708 -0.547 -0.139 0.198 0.126
H -2.094 0.298 -1.378 0.255 0.424 -0.385
H 1.561 1.718 -0.999 -0.043 -0.219 0.224
H -1.528 0.612 0.193 -0.178 0.298 0.272